Formula: CH3N3O3
Source: the OMol25 dataset
Level of theory: wB97M-V/def2-TZVPD

Each line ends with the natural charge from an NBO analysis.
Atoms and positions in Å:
O1 0.95818 0.02921 -1.91331  -0.5598
C1 1.24454 -0.65186 -0.98710  0.5178
N1 0.60196 -0.68584 0.18397  -0.4462
N2 -0.75907 -0.12738 0.27975  -0.3057
N3 -1.17408 1.01673 0.82693  0.6345
O2 -0.51711 1.57315 1.66107  -0.3756
O3 -2.27448 1.29569 0.38387  -0.4034
H1 2.10038 -1.23015 -0.76622  0.1162
H2 1.03423 -0.93791 0.99213  0.4017
H3 -1.21456 -0.28163 -0.66109  0.4205

Summary:
HOMO-LUMO gap in eV: 11.17
Total energy in a.u.: -429.725530
SMILES: O=CNN[N+](=O)[O-]
LUMO in eV: 0.4
Energy relative to the best compared isomer or geometry (same formula, charge and spin) in eV: 2.456